A 3-piece molecular cluster, C6H18O2 overall, computed with ωB97M-V/def2-TZVPD.

Output
Energy relative to the best compared isomer or geometry (same formula, charge and spin) = 1.714 eV
Frontier orbital gap = 10.86 eV
E_tot = -10607.234 eV
Highest occupied orbital energy = -10.11 eV
SMILES = CCC(C)CC.O.O

The geometry in XYZ format:
```
26
Properties=species:S:1:pos:R:3:nbo_charge:R:1
C 1.12889 1.22473 -1.25928 -0.621
C 1.59215 0.36937 -0.04820 -0.407
C 0.36346 -0.21745 0.63593 -0.210
C 0.62246 -1.73951 0.86938 -0.604
C 0.12574 0.52579 2.03548 -0.412
C -1.12430 1.33366 2.07415 -0.629
H 1.03474 0.44720 -2.05300 0.219
H 0.32789 1.87220 -0.85574 0.205
H 1.92008 1.88229 -1.61091 0.208
H 2.27430 0.91397 0.56005 0.205
H 2.32828 -0.40736 -0.27390 0.197
H -0.65749 -0.17860 0.19832 0.189
H -0.00167 -1.96397 1.71833 0.202
H 1.67114 -1.94457 1.14653 0.201
H 0.36087 -2.31394 0.01078 0.212
H 0.29949 -0.34909 2.64282 0.209
H 0.92839 1.18473 2.37889 0.200
H -2.03686 0.75525 1.92546 0.209
H -1.21967 2.09698 2.85825 0.220
H -1.36759 1.92102 1.16821 0.203
H -2.01814 -2.09435 -2.93073 0.483
H -0.66164 -1.87903 -2.28235 0.453
O -1.36420 -2.53570 -2.37458 -0.929
H -1.66309 1.16179 -2.17881 0.483
H -1.24973 -0.32182 -1.84441 0.465
O -1.61350 0.25641 -2.51064 -0.951
```

***

A 16-piece molecular cluster, C84H116N12 overall, computed with ωB97M-V/def2-TZVPD.

Output
Frontier orbital gap = 9.75 eV
E_tot = -106867.583 eV
Highest occupied orbital energy = -9.19 eV

The geometry in XYZ format:
```
212
Properties=species:S:1:pos:R:3:mulliken_charge:R:1
C 3.98812 -4.30562 -2.47062 -0.927
C 3.86204 -4.74601 -1.02022 0.104
C 3.25126 -6.16427 -0.91179 -0.841
C 2.64532 -6.45814 0.47593 0.727
C 2.50064 -7.94433 0.76762 -0.810
C 1.85975 -8.26932 2.15484 -0.820
H 4.35159 -3.30226 -2.69255 0.262
H 3.00954 -4.32646 -2.95024 -0.073
H 4.62900 -5.01340 -2.99639 0.341
H 4.83770 -4.71635 -0.53514 0.402
H 3.15261 -4.06682 -0.54745 0.022
H 3.99922 -6.93693 -1.08973 0.424
H 2.50652 -6.25325 -1.70271 0.249
H 3.22880 -5.94511 1.24042 0.284
H 1.64345 -6.02921 0.45648 -0.622
H 1.80844 -8.29184 0.00068 0.306
H 3.41679 -8.51245 0.60633 0.385
H 0.97881 -7.62972 2.20931 0.009
H 1.61764 -9.33198 2.16969 0.424
H 2.49550 -7.89102 2.95534 0.293
C 1.95137 -2.56844 -5.46670 -1.134
C 0.84023 -3.56656 -5.30343 0.313
C -0.45966 -2.89515 -5.93970 0.018
C -1.80508 -3.43686 -5.38121 0.588
C -3.11119 -3.13337 -6.19095 -0.360
C -4.31344 -3.97281 -5.67352 -1.009
H 1.76433 -1.63040 -4.94403 -0.173
H 2.01277 -2.21167 -6.49483 0.446
H 2.91834 -2.96898 -5.16233 0.538
H 0.99644 -4.52702 -5.79457 0.464
H 0.72555 -3.70841 -4.22880 -0.289
H -0.47990 -3.20044 -6.98588 0.300
H -0.32828 -1.81359 -5.90721 -0.787
H -1.60894 -4.50117 -5.25132 0.295
H -1.97726 -3.02996 -4.38478 -0.424
H -3.41564 -2.08758 -6.14935 0.050
H -2.97599 -3.37129 -7.24604 0.468
H -4.46571 -3.81998 -4.60509 -0.020
H -5.21904 -3.62096 -6.16767 0.465
H -4.14668 -5.01197 -5.95717 0.340
C -4.65604 2.05333 -5.65027 -1.373
C -3.26309 2.54528 -5.24964 0.159
C -2.10805 1.66964 -5.74606 -0.244
C -0.78940 2.14593 -5.18499 0.529
C 0.38365 1.39386 -5.93757 0.643
C 1.78927 1.66050 -5.44900 -0.594
H -5.38470 2.82905 -5.41486 0.416
H -4.99513 1.18567 -5.08434 0.144
H -4.81835 1.82176 -6.70295 0.355
H -3.17946 3.59144 -5.54400 0.528
H -3.17123 2.64134 -4.16777 -0.178
H -2.07303 1.70599 -6.83488 0.595
H -2.18236 0.60394 -5.52962 -0.326
H -0.66038 3.18969 -5.47138 0.369
H -0.72446 2.07263 -4.09940 -0.730
H 0.22471 0.32622 -5.78597 -1.083
H 0.40078 1.69119 -6.98610 0.440
H 1.74932 1.92974 -4.39353 -0.284
H 2.48626 0.83170 -5.57307 0.178
H 2.23908 2.49116 -5.99285 0.541
C 0.50409 6.52024 6.52472 -0.665
C -0.22440 7.23862 5.33368 -0.758
C -0.25589 6.21688 4.13577 0.779
C -0.84304 6.74766 2.82271 -0.156
C -0.08960 7.89110 2.04290 -0.230
C -0.79387 8.41760 0.81887 -1.321
H 0.79221 7.15116 7.36556 0.430
H 1.34219 5.95675 6.11463 -0.008
H -0.16902 5.73790 6.87540 0.084
H -1.16894 7.68343 5.64686 0.371
H 0.29652 8.12430 4.96992 0.410
H -0.81379 5.31863 4.40036 -0.239
H 0.75153 5.82308 4.00117 -0.303
H -0.84023 5.82917 2.23580 -0.251
H -1.90353 6.99013 2.89096 0.494
H -0.04709 8.71756 2.75230 0.377
H 0.94425 7.70285 1.75339 0.191
H -0.38074 9.37643 0.50572 0.363
H -0.66200 7.64841 0.05791 0.133
H -1.87031 8.55742 0.91803 0.411
N -5.85817 -1.11491 -1.61669 -0.653
C -5.19150 -0.97838 -2.73709 -0.570
C -3.83642 -0.79517 -2.78161 -0.688
C -3.09305 -0.57703 -1.64535 0.686
C -3.79306 -0.61027 -0.44633 -0.046
C -5.17146 -0.89464 -0.45230 -0.850
H -5.84353 -1.14290 -3.58218 0.504
H -3.30306 -0.73457 -3.71876 0.555
H -2.03034 -0.38463 -1.63928 0.392
H -3.34865 -0.20299 0.44978 0.154
H -5.73642 -0.87526 0.46794 0.425
N -2.01348 -6.37427 2.33106 -0.570
C -1.38266 -6.39026 3.52993 -0.736
C -0.16009 -5.72814 3.73801 -0.610
C 0.35515 -4.94341 2.67666 -0.325
C -0.38926 -4.81153 1.51214 0.859
C -1.53824 -5.57485 1.37133 -1.092
H -1.79687 -6.98737 4.32885 0.412
H 0.51257 -5.90057 4.56517 0.539
H 1.33581 -4.49744 2.75295 0.529
H -0.04246 -4.23128 0.66986 0.363
H -2.05642 -5.47836 0.42869 0.588
N 3.49818 4.13824 -0.58340 -0.215
C 2.66438 5.16740 -0.31803 -0.200
C 1.88400 5.75938 -1.28865 -0.038
C 1.96710 5.32772 -2.60861 -0.530
C 2.91340 4.37272 -2.93639 -0.393
C 3.63448 3.78611 -1.91215 -0.166
H 2.59143 5.52855 0.69718 0.206
H 1.08961 6.43892 -1.01743 0.243
H 1.32725 5.71394 -3.38824 0.410
H 2.97304 3.96711 -3.93556 0.483
H 4.39888 3.07038 -2.17639 0.219
N -1.66590 3.36087 6.48932 -0.523
C -1.70168 2.50525 5.44477 -0.407
C -2.68735 2.58369 4.43877 -0.187
C -3.61740 3.61835 4.49120 -0.571
C -3.56862 4.54368 5.54596 -0.538
C -2.56798 4.35554 6.55468 -0.563
H -0.92371 1.77358 5.28408 0.620
H -2.69153 1.88323 3.61673 0.666
H -4.34844 3.68270 3.69884 0.498
H -4.24020 5.38850 5.58664 0.436
H -2.35235 5.14247 7.26225 0.484
N 0.16075 -0.75786 7.19778 -0.626
C -0.52558 -1.91159 7.07120 -0.525
C -0.65480 -2.61799 5.92319 -0.570
C -0.00810 -2.13300 4.76716 -0.507
C 0.65335 -0.95330 4.84544 0.446
C 0.76292 -0.27575 6.09239 -0.659
H -0.99373 -2.25206 7.98296 0.385
H -1.31710 -3.46814 5.85252 0.459
H 0.02153 -2.66932 3.83021 0.819
H 1.11604 -0.49073 3.98616 0.405
H 1.38807 0.60457 6.06747 0.230
N -1.53542 5.29562 -1.27883 -0.548
C -1.32581 4.13723 -1.99670 -0.596
C -1.71108 2.90153 -1.60620 0.180
C -2.24700 2.80512 -0.33325 -0.019
C -2.43177 3.91892 0.46201 -0.507
C -2.15688 5.18071 -0.09783 -1.177
H -1.01036 4.26893 -3.02117 0.567
H -1.53337 2.00040 -2.17434 0.335
H -2.35954 1.78334 -0.00203 0.182
H -2.75827 3.86572 1.49010 0.580
H -2.23536 6.13298 0.40558 0.823
N 1.96207 2.96413 4.21012 0.870
C 2.64623 3.50078 3.16931 0.804
C 3.74871 4.33881 3.24536 -0.633
C 4.18361 4.64126 4.54622 -0.723
C 3.48326 4.09361 5.63562 -1.003
C 2.33948 3.31232 5.41081 -0.515
H 2.36859 3.13054 2.19348 -0.804
H 4.28475 4.70757 2.38335 0.658
H 5.08095 5.18693 4.79804 0.453
H 3.77671 4.30060 6.65417 0.486
H 1.68503 2.94001 6.18506 0.478
N -1.37211 -4.30623 -1.83986 0.723
C -0.70150 -5.44732 -2.15284 -0.581
C -1.34941 -6.54941 -2.71504 -0.657
C -2.73279 -6.52105 -2.93439 -0.803
C -3.44987 -5.37731 -2.54268 -0.251
C -2.75875 -4.32757 -1.99602 -0.409
H 0.37757 -5.46227 -2.19511 0.400
H -0.75223 -7.38417 -3.05113 0.536
H -3.34537 -7.31631 -3.33278 0.443
H -4.52787 -5.31160 -2.54023 0.505
H -3.25391 -3.40660 -1.72578 0.138
N -0.06986 -0.38158 1.31229 0.849
C 0.36370 0.89918 1.45869 -0.690
C 0.74703 1.73176 0.37038 -0.646
C 0.75973 1.12467 -0.91285 0.039
C 0.51409 -0.25057 -1.02760 -1.140
C 0.07223 -0.96763 0.07249 -0.599
H 0.27601 1.34745 2.43734 0.373
H 0.90183 2.78977 0.52223 0.488
H 1.14644 1.68726 -1.74973 -0.107
H 0.52709 -0.72902 -1.99574 0.944
H -0.20189 -2.00961 -0.00189 0.467
N 3.50760 -1.84484 1.29934 0.003
C 3.56488 -0.50365 1.04605 -0.540
C 3.88642 0.42874 2.04360 0.063
C 4.07556 0.00049 3.38423 -0.578
C 3.99406 -1.39191 3.59950 -0.711
C 3.69799 -2.23821 2.54215 -0.374
H 3.56710 -0.12688 0.03391 0.402
H 3.95356 1.47879 1.80007 0.729
H 4.29180 0.60950 4.24952 0.454
H 4.06175 -1.80699 4.59425 0.393
H 3.60432 -3.30862 2.65100 0.305
N 4.59796 0.30538 -2.06338 0.107
C 5.78219 0.82767 -1.63011 -0.340
C 6.83094 1.11353 -2.48900 -0.573
C 6.66753 0.88078 -3.82773 -0.444
C 5.48176 0.37932 -4.31327 -0.664
C 4.47693 0.07526 -3.38523 -0.831
H 5.86958 0.89462 -0.55573 0.269
H 7.79096 1.45090 -2.12715 0.457
H 7.52258 1.09359 -4.45222 0.400
H 5.38934 0.11323 -5.35589 0.464
H 3.56601 -0.33958 -3.79086 0.969
N -4.29644 -0.58012 3.24394 -0.137
C -5.46317 -1.18421 3.46255 -0.664
C -5.66880 -2.55543 3.51062 -0.382
C -4.55251 -3.42172 3.29639 -0.623
C -3.32067 -2.79075 3.03751 -0.135
C -3.25782 -1.38731 2.99905 -0.495
H -6.27315 -0.48610 3.61413 0.410
H -6.65021 -2.98291 3.65380 0.420
H -4.70053 -4.49110 3.26598 0.471
H -2.41365 -3.37577 2.99930 0.514
H -2.32695 -0.84749 2.90708 0.666
```

***

A 3-piece molecular cluster, C7H18BrNO5PS2 overall, computed with ωB97M-V/def2-TZVPD.

Output
Frontier orbital gap = 7.10 eV
E_tot = -120282.689 eV
Total charge = -1
Highest occupied orbital energy = -4.87 eV

The geometry in XYZ format:
```
35
Properties=species:S:1:pos:R:3:nbo_charge:R:1
C -0.02944 -5.18237 2.19919 -0.630
C 0.26080 -4.46894 0.89049 -0.152
N 0.96117 -5.34048 -0.07624 -0.960
P 2.29761 -6.20406 0.45840 1.210
O 2.20922 -7.47836 -0.60536 -1.002
Br 3.95498 -5.12732 -0.66494 -0.347
C 1.08328 -3.17089 1.11783 0.745
O 0.66777 -2.15675 0.51241 -0.799
O 2.08155 -3.30187 1.84735 -0.760
H 0.88485 -5.33310 2.77360 0.232
H -0.68773 -4.54634 2.79464 0.212
H -0.52940 -6.14154 2.03361 0.190
H -0.69133 -4.19026 0.43411 0.193
H 1.15455 -4.82339 -0.92801 0.400
H 2.44276 -8.26895 -0.10564 0.483
C -1.05659 1.85397 -0.48278 -0.831
S -0.95182 1.61446 1.29069 1.243
O -0.80692 2.98882 1.87549 -1.028
C 0.65270 0.84285 1.28281 -0.853
H -1.98550 2.37888 -0.70058 0.234
H -0.20734 2.45313 -0.81108 0.217
H -1.05719 0.88571 -0.98239 0.243
H 1.37343 1.53614 0.84595 0.211
H 0.60841 -0.10227 0.73229 0.311
H 0.92248 0.61608 2.31204 0.239
C -1.12082 5.44188 -0.62962 -0.839
S -2.37621 5.87113 -1.83119 1.247
O -2.59599 4.67136 -2.68134 -0.991
C -1.35034 6.99336 -2.79255 -0.832
H -1.53492 4.69802 0.04955 0.273
H -0.25296 5.02577 -1.14088 0.227
H -0.84371 6.32966 -0.06073 0.225
H -0.47425 6.45474 -3.15326 0.229
H -1.05763 7.83880 -2.16988 0.222
H -1.94545 7.34211 -3.63400 0.233
```